Entry 1:
Here is a molecular structure, C36H51Cl2N2OPY in a non-equilibrium geometry from the OMol25 dataset. Energies are from ωB97M-V/def2-TZVPD.

```
! RIJCOSX wB97M-V def2-TZVPD def2/J DEFGRID3
* xyz -1 1
P -0.305 0.926 -2.165
C -1.937 0.329 -2.789
C -2.425 1.081 -4.023
C -3.874 0.676 -4.317
C -4.058 -0.844 -4.428
C -3.422 -1.630 -3.272
C -1.983 -1.189 -2.986
C 1.088 0.210 -3.139
C 0.978 0.534 -4.621
C 2.294 0.147 -5.308
C 2.707 -1.307 -5.033
C 2.627 -1.712 -3.554
C 1.305 -1.293 -2.906
C -0.249 2.771 -2.269
C -1.407 3.373 -1.457
C -1.351 4.903 -1.385
C 0.019 5.440 -0.950
C 1.176 4.816 -1.738
C 1.120 3.284 -1.798
H -2.596 0.564 -1.931
H -1.783 0.842 -4.883
H -2.369 2.168 -3.877
H -4.206 1.164 -5.239
H -4.509 1.052 -3.503
H -5.129 -1.075 -4.478
H -3.617 -1.186 -5.375
H -4.020 -1.486 -2.362
H -3.435 -2.701 -3.503
H -1.595 -1.706 -2.096
H -1.351 -1.470 -3.841
H 1.968 0.728 -2.716
H 3.083 0.818 -4.943
H 0.768 1.602 -4.783
H 0.145 -0.033 -5.064
H 2.199 0.314 -6.386
H 3.729 -1.467 -5.397
H 2.057 -1.973 -5.616
H 2.758 -2.797 -3.456
H 3.449 -1.237 -2.999
H 1.314 -1.529 -1.833
H 0.484 -1.870 -3.346
H -0.381 3.014 -3.341
H -2.381 3.071 -1.868
H -1.385 2.957 -0.439
H -1.595 5.307 -2.376
H -2.126 5.258 -0.695
H 0.160 5.240 0.121
H 0.037 6.529 -1.076
H 2.132 5.125 -1.300
H 1.154 5.201 -2.766
H 1.917 2.926 -2.465
H 1.351 2.861 -0.808
Y 0.095 -0.163 1.110
Cl 2.397 0.511 0.278
Cl -2.227 0.834 0.800
C -0.569 -2.167 0.218
H -1.631 -2.324 -0.022
C 0.187 -3.346 0.262
C 1.634 -3.308 0.415
C 2.372 -4.484 0.443
C 1.741 -5.734 0.340
C 0.338 -5.804 0.211
C -0.424 -4.648 0.170
H 2.130 -2.327 0.490
H 3.461 -4.434 0.547
H -0.149 -6.776 0.143
H -1.513 -4.686 0.074
H 2.332 -6.650 0.363
C -0.378 0.689 7.758
N -0.642 0.629 6.335
N 0.215 0.092 5.437
C -0.345 0.162 4.203
O 0.237 -0.392 3.197
C -1.569 0.856 4.353
C -1.723 1.114 5.696
C -2.828 1.775 6.416
C 1.451 -0.557 5.745
C 1.490 -1.535 6.744
C 2.680 -2.234 6.968
C 3.807 -1.976 6.176
C 3.747 -1.014 5.159
C 2.571 -0.305 4.940
H 0.662 0.436 7.970
H -1.034 -0.006 8.302
H -0.578 1.706 8.114
H -2.221 1.101 3.532
H -3.375 1.081 7.073
H -2.488 2.626 7.025
H -3.544 2.160 5.680
H 0.593 -1.743 7.325
H 2.711 -2.982 7.763
H 4.732 -2.528 6.349
H 4.618 -0.814 4.530
H 2.505 0.439 4.144
*
```

Output
HOMO   -1.17 eV
LUMO level   1.65 eV
Energy   -2887.3447 a.u.
Frontier orbital gap   2.817 eV

These are the Mulliken partial charges, in e, on atoms 1 to 8: 0.7191 0.3564 -0.5678 -0.9568 -0.7129 -0.8890 -0.1331 0.0074

=====

Entry 2:
Here is C4H12N2O in the gas phase in a non-equilibrium geometry from the OMol25 dataset. Energies are from ωB97M-V/def2-TZVPD.

```
! RIJCOSX wB97M-V def2-TZVPD def2/J DEFGRID3
* xyz 0 1
C -2.147 -0.585 -1.260
N -1.029 0.304 -1.001
C -0.102 0.219 0.123
C 1.108 -0.715 -0.249
N 1.694 -1.316 1.011
C 0.416 1.675 0.664
O 0.920 1.589 1.989
H -2.040 -1.608 -1.530
H -2.779 -0.077 -2.007
H -2.866 -0.732 -0.464
H -0.721 0.707 -1.866
H -0.804 -0.237 0.865
H 1.876 -0.184 -0.819
H 0.839 -1.561 -0.955
H 1.830 -2.263 1.110
H 1.092 -1.050 1.779
H -0.313 2.521 0.621
H 1.162 2.074 0.013
H 1.862 1.237 1.977
*
```

Output
HOMO   -8.31 eV
LUMO level   1.02 eV
Energy   -344.2866 a.u.
Frontier orbital gap   9.332 eV
Structure (SMILES)   CN[C@@H](CN)CO
Relative energy (zero: lowest compared OMol25 entry of this formula, charge and spin)   258.34 kJ/mol

These are the Mulliken partial charges, in e, on atoms 1 to 8: -1.0370 -0.3150 0.2050 -0.5251 -0.5328 -0.7230 -0.5467 0.3267

=====

Entry 3:
Here is C5H4N2S in the gas phase in a non-equilibrium geometry from the OMol25 dataset. Energies are from ωB97M-V/def2-TZVPD.

```
! RIJCOSX wB97M-V def2-TZVPD def2/J DEFGRID3
* xyz 0 1
C -1.936 -1.076 -1.135
C -0.834 -0.923 -0.637
C 0.304 -0.771 0.298
C 1.486 -1.095 -0.509
N 2.389 -1.460 -1.169
N 0.385 0.546 0.842
C 0.057 1.764 0.380
S 0.293 3.090 1.316
H -2.889 -0.966 -1.586
H 0.291 -1.558 1.051
H 0.935 0.586 1.753
H -0.481 1.863 -0.605
*
```

Output
HOMO   -8.88 eV
LUMO level   0.29 eV
Energy   -700.5078 a.u.
Frontier orbital gap   9.166 eV
Structure (SMILES)   C#C[C@@H](C#N)NC=S
Relative energy (zero: lowest compared OMol25 entry of this formula, charge and spin)   283.77 kJ/mol

These are the Mulliken partial charges, in e, on atoms 1 to 8: -0.1554 -0.8029 0.6327 0.1111 -0.3980 -0.1801 -0.0879 -0.3341

=====

Entry 4:
Here is 2 unconnected molecules or ions with the total composition C6H16NP in a non-equilibrium geometry from the OMol25 dataset. Energies are from ωB97M-V/def2-TZVPD.

```
! RIJCOSX wB97M-V def2-TZVPD def2/J DEFGRID3
* xyz 0 1
C 1.893 0.192 -2.456
C -1.826 0.986 0.428
C -1.275 -0.982 1.922
C 0.399 0.939 1.585
C 0.575 0.541 -1.877
C -0.668 0.031 0.887
N -0.186 -0.802 -0.210
P 0.634 -2.153 0.093
H 1.987 0.992 -3.217
H 2.766 0.253 -1.718
H 2.063 -0.801 -3.031
H -2.648 0.386 -0.007
H -2.197 1.337 1.375
H -1.460 1.933 -0.144
H -0.688 -1.654 2.501
H -1.739 -1.763 1.227
H -2.147 -0.629 2.316
H -0.217 1.625 2.181
H 1.200 0.568 2.203
H 0.699 1.760 0.885
H 0.341 1.430 -1.258
H -0.323 0.247 -2.464
H 1.986 -1.941 0.092
H 0.832 -2.494 -1.313
*
```

Output
HOMO   -7.69 eV
LUMO level   0.29 eV
Energy   -634.1341 a.u.
Frontier orbital gap   7.979 eV
Relative energy (zero: lowest compared OMol25 entry of this formula, charge and spin)   342.90 kJ/mol

These are the Mulliken partial charges, in e, on atoms 1 to 8: -0.9505 -1.5553 -1.7619 -1.2941 -0.0938 1.1394 -0.1599 -0.2094

=====

Entry 5:
Here is 2 unconnected molecules or ions with the total composition C5H14 in a non-equilibrium geometry from the OMol25 dataset. Energies are from ωB97M-V/def2-TZVPD.

```
! RIJCOSX wB97M-V def2-TZVPD def2/J DEFGRID3
* xyz 0 1
C 0.208 1.929 -1.684
C 0.648 2.389 -0.352
C 1.278 1.250 0.309
H 0.950 1.348 -2.201
H -0.066 2.709 -2.299
H -0.712 1.393 -1.580
H 1.312 3.228 -0.533
H -0.225 2.864 0.328
H 1.690 0.603 -0.406
H 1.987 1.497 1.038
H 0.605 0.488 1.003
C -1.390 -2.314 0.227
C -0.577 -2.683 1.387
H -1.661 -1.277 0.333
H -0.782 -2.298 -0.778
H -2.345 -2.947 0.036
H -0.096 -3.623 1.337
H -1.086 -2.578 2.233
H 0.260 -1.978 1.603
*
```

Output
HOMO   -10.82 eV
LUMO level   1.13 eV
Energy   -198.8323 a.u.
Frontier orbital gap   11.952 eV
Structure (SMILES)   CCC.CC
Relative energy (zero: lowest compared OMol25 entry of this formula, charge and spin)   149.38 kJ/mol

These are the Mulliken partial charges, in e, on atoms 1 to 8: -1.3700 0.0348 -1.0134 0.3805 0.4103 0.2836 0.2593 0.1943

=====

Entry 6:
Here is C3H3N3O2 in the gas phase in a non-equilibrium geometry from the OMol25 dataset. Energies are from ωB97M-V/def2-TZVPD.

```
! RIJCOSX wB97M-V def2-TZVPD def2/J DEFGRID3
* xyz 0 1
C -1.377 1.140 0.119
O -1.972 -0.118 -0.330
N -1.185 -1.150 0.262
C 0.126 -0.709 0.028
N 1.365 -1.115 0.015
O 2.091 0.018 -0.097
N 1.355 1.186 -0.019
C 0.119 0.748 0.093
H -1.808 1.570 1.107
H -1.688 1.778 -0.701
H -1.423 -2.076 -0.231
*
```

Output
HOMO   -9.55 eV
LUMO level   0.72 eV
Energy   -430.6802 a.u.
Frontier orbital gap   10.277 eV
Structure (SMILES)   C1ONc2nonc21
Relative energy (zero: lowest compared OMol25 entry of this formula, charge and spin)   632.26 kJ/mol

These are the Mulliken partial charges, in e, on atoms 1 to 8: -0.1917 -0.2546 -0.2616 0.4083 -0.4146 -0.0421 -0.4040 0.3612

=====

What is the HOMO in the first record?
-1.17 eV

=====

Number 3 is which compound?
C5H4N2S

=====

The lowest energy belongs to which entry?
C36H51Cl2N2OPY